Entry 1:
This record from the Open Molecules 2025 dataset describes a cluster of 11 separate species, C56H145N11O17 in total at a distorted geometry. The level of theory is the ωB97M-V functional and the def2-TZVPD basis.

Structure (ORCA input):
```
! RIJCOSX wB97M-V def2-TZVPD def2/J DEFGRID3
* xyz 0 1
C -3.802 7.679 -0.217
O -3.533 8.578 0.864
C -2.191 8.635 1.392
C -1.970 10.014 2.114
N -0.829 10.163 2.959
C -0.877 9.301 4.144
C 0.211 9.607 5.213
O -0.191 10.695 6.004
C -1.170 10.387 7.060
H -3.691 6.642 0.101
H -3.188 7.909 -1.088
H -4.828 7.785 -0.569
H -1.457 8.575 0.589
H -2.176 7.766 2.051
H -2.878 10.210 2.684
H -1.924 10.797 1.358
H -0.808 11.135 3.236
H -0.798 8.260 3.829
H -1.885 9.387 4.551
H 1.075 9.964 4.651
H 0.490 8.747 5.821
H -0.713 9.711 7.783
H -1.984 9.827 6.599
H -1.451 11.307 7.572
C -14.297 -4.466 -7.266
O -13.402 -3.418 -6.885
C -13.757 -2.137 -7.401
C -12.657 -1.199 -6.958
N -11.426 -1.528 -7.665
C -10.278 -0.930 -6.946
C -8.990 -1.326 -7.672
O -8.732 -2.706 -7.390
C -7.704 -3.308 -8.200
H -15.294 -4.206 -6.908
H -14.043 -5.397 -6.759
H -14.205 -4.677 -8.331
H -14.744 -1.845 -7.044
H -13.795 -2.210 -8.488
H -12.590 -1.284 -5.873
H -12.948 -0.180 -7.211
H -11.293 -2.529 -7.636
H -10.303 -1.132 -5.876
H -10.385 0.154 -6.991
H -8.150 -0.735 -7.307
H -9.042 -1.155 -8.747
H -6.750 -2.794 -8.084
H -7.974 -3.226 -9.252
H -7.634 -4.371 -7.965
C 0.713 2.220 0.943
O -0.155 1.562 0.035
C 0.391 1.457 -1.242
C -0.616 0.776 -2.207
N -0.875 -0.622 -1.851
C -1.929 -1.289 -2.682
C -2.385 -2.687 -2.082
O -2.822 -2.648 -0.711
C -3.942 -1.748 -0.524
H 1.762 1.956 0.805
H 0.347 1.947 1.933
H 0.761 3.297 0.787
H 1.189 0.716 -1.198
H 0.729 2.403 -1.666
H -0.260 0.752 -3.237
H -1.479 1.441 -2.157
H -1.127 -0.631 -0.873
H -1.575 -1.319 -3.712
H -2.827 -0.671 -2.701
H -1.482 -3.297 -2.057
H -3.153 -3.104 -2.734
H -4.322 -1.819 0.495
H -4.737 -2.092 -1.185
H -3.705 -0.739 -0.862
C 6.930 7.830 0.032
O 7.596 6.583 -0.151
C 8.520 6.362 0.855
C 9.037 4.982 0.640
N 9.843 4.841 -0.570
C 10.150 3.439 -0.844
C 8.905 2.614 -1.386
O 8.681 2.923 -2.754
C 7.641 2.106 -3.271
H 7.574 8.705 -0.068
H 6.326 7.972 0.929
H 6.259 7.951 -0.818
H 8.037 6.388 1.831
H 9.209 7.203 0.777
H 8.173 4.331 0.769
H 9.671 4.718 1.486
H 9.290 5.190 -1.340
H 10.459 3.010 0.109
H 11.015 3.384 -1.505
H 8.018 2.756 -0.768
H 9.114 1.545 -1.351
H 6.655 2.096 -2.805
H 8.026 1.090 -3.365
H 7.487 2.405 -4.307
C 10.680 -6.807 -2.525
O 9.438 -7.405 -2.690
C 8.435 -6.492 -3.094
C 7.127 -7.293 -3.398
N 6.240 -6.489 -4.226
C 5.239 -7.364 -4.781
C 4.120 -6.522 -5.403
O 2.917 -7.196 -5.694
C 3.010 -8.355 -6.532
H 11.073 -6.639 -3.528
H 11.324 -7.600 -2.144
H 10.754 -5.952 -1.852
H 8.764 -5.967 -3.990
H 8.249 -5.708 -2.359
H 6.643 -7.685 -2.504
H 7.483 -8.184 -3.916
H 6.690 -6.139 -5.060
H 4.878 -7.960 -3.943
H 5.787 -7.930 -5.535
H 4.523 -6.063 -6.306
H 3.878 -5.683 -4.751
H 3.562 -9.207 -6.136
H 3.613 -8.128 -7.411
H 2.041 -8.746 -6.843
C 8.511 5.870 8.319
O 9.809 6.504 8.569
C 9.830 7.672 9.473
C 11.136 8.472 9.207
N 11.271 9.636 10.065
C 11.584 9.288 11.428
C 11.819 10.544 12.258
O 13.059 11.126 12.038
C 13.480 12.058 13.046
H 8.100 5.595 9.290
H 8.498 4.993 7.673
H 7.900 6.641 7.849
H 9.814 7.349 10.514
H 8.965 8.251 9.148
H 11.013 8.841 8.189
H 11.929 7.725 9.187
H 11.922 10.269 9.623
H 12.486 8.681 11.360
H 10.731 8.784 11.881
H 11.633 10.165 13.263
H 11.078 11.313 12.039
H 14.400 12.593 12.807
H 13.492 11.533 14.001
H 12.714 12.812 13.228
C -11.827 -12.232 -2.148
C -12.757 -11.076 -1.931
C -12.637 -9.917 -2.994
O -11.454 -9.138 -2.718
C -11.380 -7.982 -3.551
N -14.191 -11.651 -1.913
H -11.875 -12.943 -1.323
H -10.786 -11.956 -2.315
H -12.085 -12.836 -3.018
H -12.507 -10.717 -0.932
H -13.481 -9.275 -2.740
H -12.752 -10.179 -4.046
H -10.366 -7.583 -3.541
H -12.010 -7.229 -3.076
H -11.856 -8.157 -4.516
H -14.508 -11.837 -2.854
H -14.836 -10.935 -1.611
C 0.792 3.962 -9.058
C 1.192 5.326 -9.616
C 1.470 6.428 -8.567
O 0.279 6.909 -8.033
C 0.532 7.833 -6.955
N 2.415 5.150 -10.315
H 0.609 3.247 -9.860
H -0.066 3.929 -8.387
H 1.604 3.542 -8.465
H 0.507 5.622 -10.410
H 2.113 7.243 -8.898
H 2.029 5.999 -7.735
H -0.388 8.397 -6.797
H 1.306 8.562 -7.195
H 0.809 7.331 -6.028
H 2.217 4.631 -11.159
H 2.732 6.016 -10.727
C 2.844 -3.725 2.390
C 3.303 -4.701 1.349
C 2.358 -5.936 1.265
O 2.331 -6.800 2.390
C 3.079 -7.973 2.327
N 3.385 -4.000 0.111
H 3.487 -2.846 2.443
H 2.885 -4.200 3.371
H 1.828 -3.390 2.183
H 4.316 -5.046 1.555
H 2.654 -6.478 0.367
H 1.364 -5.514 1.113
H 2.621 -8.510 1.496
H 3.099 -8.604 3.215
H 4.099 -7.728 2.031
H 3.544 -4.617 -0.674
H 2.508 -3.553 -0.117
C -3.672 1.654 6.710
C -4.006 1.873 8.187
C -4.077 0.653 9.067
O -4.344 0.968 10.495
C -4.425 -0.225 11.300
N -3.025 2.773 8.679
H -3.432 2.500 6.066
H -4.603 1.336 6.241
H -2.981 0.834 6.518
H -4.973 2.375 8.231
H -3.110 0.164 8.950
H -4.860 0.020 8.648
H -3.428 -0.664 11.343
H -5.067 -0.898 10.732
H -4.798 0.060 12.283
H -3.351 2.941 9.620
H -2.125 2.384 8.919
C -6.358 -9.406 1.802
C -4.879 -9.805 1.703
C -4.395 -10.234 0.260
O -3.016 -10.594 0.211
C -2.502 -10.641 -1.135
N -3.999 -8.757 2.195
H -6.959 -10.272 1.525
H -6.705 -8.629 1.121
H -6.751 -9.184 2.794
H -4.709 -10.641 2.381
H -4.567 -9.358 -0.365
H -4.945 -11.112 -0.078
H -2.828 -9.760 -1.689
H -2.895 -11.502 -1.675
H -1.416 -10.732 -1.102
H -3.056 -9.014 1.941
H -4.082 -7.930 1.621
*
```

Computed properties:
**HOMO**: -8.78 eV
**Relative energy (zero: lowest compared OMol25 entry of this formula, charge and spin)**: 7.035 eV
**SMILES**: COC[C@H](C)N.COC[C@H](C)N.COC[C@H](C)N.COC[C@H](C)N.COC[C@H](C)N.COCCNCCOC.COCCNCCOC.COCCNCCOC.COCCNCCOC.COCCNCCOC.COCCNCCOC
**LUMO energy**: 0.42 eV

Entry 2:
This record from the Open Molecules 2025 dataset describes a cluster of 16 separate species, C56H150N6O32 in total at a distorted geometry. The level of theory is the ωB97M-V functional and the def2-TZVPD basis.

Structure (ORCA input):
```
! RIJCOSX wB97M-V def2-TZVPD def2/J DEFGRID3
* xyz -1 2
C -15.666 -19.394 -4.975
O -14.510 -19.855 -4.242
C -14.754 -20.537 -3.054
C -13.378 -21.063 -2.639
N -13.465 -21.964 -1.475
C -13.831 -23.375 -1.785
C -12.814 -24.207 -2.600
O -11.694 -24.715 -1.827
C -12.014 -25.553 -0.735
H -16.353 -18.981 -4.236
H -16.041 -20.256 -5.527
H -15.298 -18.633 -5.663
H -15.417 -21.362 -3.315
H -15.187 -19.882 -2.298
H -12.850 -20.145 -2.380
H -12.722 -21.380 -3.450
H -14.187 -21.623 -0.857
H -14.841 -23.509 -2.173
H -13.811 -23.640 -0.727
H -12.353 -23.721 -3.459
H -13.315 -25.062 -3.055
H -13.091 -25.653 -0.599
H -11.709 -25.229 0.260
H -11.805 -26.596 -0.973
C -9.440 -23.476 2.622
O -8.446 -24.366 2.064
C -9.032 -25.699 1.891
C -7.917 -26.760 1.898
N -7.049 -26.588 3.085
C -5.801 -27.319 3.023
C -5.096 -27.182 4.360
O -4.607 -25.829 4.594
C -3.972 -25.733 5.857
H -9.022 -22.470 2.581
H -9.728 -23.820 3.615
H -10.296 -23.425 1.950
H -9.561 -25.835 0.948
H -9.593 -25.871 2.810
H -7.256 -26.642 1.040
H -8.382 -27.740 2.004
H -6.937 -25.605 3.288
H -5.135 -27.072 2.196
H -6.001 -28.387 2.932
H -4.246 -27.862 4.303
H -5.763 -27.578 5.126
H -3.608 -24.729 6.078
H -3.207 -26.509 5.860
H -4.637 -25.977 6.686
C -16.461 -16.419 -1.544
O -15.992 -16.360 -0.180
C -15.761 -17.638 0.377
C -14.866 -17.366 1.556
N -13.598 -16.690 1.129
C -12.634 -17.621 0.527
C -11.731 -16.897 -0.500
O -12.518 -16.317 -1.509
C -12.589 -17.098 -2.635
H -17.361 -17.023 -1.659
H -15.805 -16.929 -2.250
H -16.677 -15.391 -1.833
H -15.296 -18.288 -0.364
H -16.704 -18.098 0.672
H -14.668 -18.221 2.203
H -15.378 -16.594 2.131
H -13.872 -16.342 0.222
H -13.057 -18.506 0.052
H -12.046 -18.014 1.357
H -11.027 -17.641 -0.873
H -11.131 -16.140 0.007
H -11.707 -17.719 -2.792
H -12.431 -16.442 -3.491
H -13.487 -17.595 -3.002
C -3.828 -30.841 -6.067
O -5.072 -30.325 -5.597
C -6.222 -31.134 -5.939
C -7.363 -31.232 -4.948
N -8.293 -30.099 -5.021
C -7.712 -28.811 -4.725
C -8.633 -27.720 -4.134
O -8.078 -26.431 -4.182
C -8.934 -25.356 -3.773
H -3.553 -31.796 -5.620
H -3.052 -30.117 -5.818
H -3.758 -31.074 -7.130
H -5.883 -32.162 -6.065
H -6.619 -30.863 -6.917
H -6.899 -31.260 -3.962
H -7.958 -32.133 -5.097
H -8.744 -30.415 -4.174
H -7.257 -28.424 -5.637
H -6.827 -28.875 -4.092
H -8.840 -28.034 -3.111
H -9.530 -27.608 -4.743
H -9.195 -25.291 -2.717
H -9.863 -25.291 -4.341
H -8.278 -24.503 -3.946
C -19.178 -25.425 -0.108
O -19.274 -24.364 -1.071
C -18.136 -24.282 -1.940
C -18.245 -23.024 -2.950
N -18.424 -21.806 -2.120
C -18.822 -20.657 -2.909
C -19.159 -19.515 -1.876
O -20.146 -18.615 -2.363
C -20.512 -17.608 -1.419
H -18.256 -25.433 0.473
H -19.283 -26.440 -0.492
H -19.977 -25.388 0.632
H -18.037 -25.280 -2.366
H -17.266 -24.202 -1.288
H -19.022 -23.253 -3.679
H -17.307 -22.992 -3.504
H -19.027 -21.990 -1.331
H -19.794 -20.881 -3.349
H -18.092 -20.322 -3.646
H -18.291 -19.059 -1.399
H -19.574 -20.140 -1.086
H -21.333 -16.964 -1.734
H -19.634 -17.035 -1.120
H -20.893 -18.137 -0.545
C -17.096 -10.899 -8.805
O -17.742 -11.589 -7.755
C -18.056 -10.747 -6.644
C -18.785 -11.454 -5.458
N -17.735 -12.211 -4.776
C -18.101 -12.794 -3.456
C -18.849 -14.094 -3.573
O -18.010 -15.109 -4.204
C -18.642 -16.341 -4.395
H -17.117 -11.512 -9.706
H -16.041 -10.691 -8.628
H -17.623 -9.959 -8.967
H -18.698 -9.923 -6.954
H -17.117 -10.271 -6.361
H -19.486 -12.191 -5.849
H -19.288 -10.700 -4.853
H -17.260 -12.805 -5.442
H -18.493 -12.066 -2.745
H -17.114 -13.052 -3.072
H -19.812 -13.929 -4.055
H -18.995 -14.390 -2.534
H -18.880 -16.907 -3.494
H -18.016 -17.007 -4.988
H -19.510 -16.071 -4.996
C -14.861 -27.083 1.755
C -14.551 -26.000 2.776
O -15.406 -26.259 3.868
O -14.639 -28.395 2.317
H -14.250 -26.993 0.856
H -15.900 -27.010 1.435
H -14.600 -24.995 2.356
H -13.520 -26.134 3.103
H -15.316 -27.177 4.135
H -15.461 -28.716 2.696
C -17.172 -20.136 -8.635
C -16.885 -21.379 -9.411
O -17.181 -21.300 -10.771
O -18.553 -19.977 -8.461
H -16.754 -19.277 -9.159
H -16.809 -20.177 -7.608
H -17.376 -22.221 -8.921
H -15.838 -21.615 -9.220
H -16.331 -21.141 -11.187
H -19.070 -19.707 -9.223
C -15.971 -28.250 -1.950
C -15.078 -29.018 -2.952
O -15.196 -28.431 -4.200
O -15.607 -26.921 -1.956
H -15.837 -28.678 -0.956
H -17.034 -28.316 -2.182
H -15.426 -30.052 -2.953
H -14.051 -29.175 -2.621
H -16.069 -28.529 -4.588
H -15.595 -26.519 -2.827
C -15.392 -24.866 -5.244
C -16.257 -24.038 -6.153
O -16.930 -25.030 -6.932
O -16.187 -25.496 -4.329
H -14.779 -24.135 -4.715
H -14.669 -25.543 -5.699
H -15.714 -23.483 -6.917
H -17.044 -23.457 -5.672
H -16.426 -24.972 -7.747
H -16.817 -26.028 -4.821
C -11.796 -22.522 -6.912
C -10.813 -21.643 -6.038
O -10.906 -20.332 -6.474
O -13.142 -22.134 -6.689
H -11.705 -23.595 -6.739
H -11.632 -22.323 -7.971
H -9.806 -22.054 -6.115
H -11.153 -21.751 -5.008
H -10.073 -19.916 -6.242
H -13.157 -21.182 -6.812
C -11.603 -30.101 -0.817
C -11.223 -30.242 -2.326
O -9.894 -30.705 -2.449
O -11.534 -31.243 0.023
H -12.604 -29.671 -0.780
H -10.950 -29.355 -0.364
H -11.378 -29.292 -2.837
H -11.894 -30.952 -2.809
H -9.805 -31.489 -1.901
H -10.606 -31.491 0.021
C -12.306 -27.787 -5.762
C -12.144 -29.307 -5.889
O -13.298 -30.065 -5.617
O -12.447 -27.454 -4.403
H -13.155 -27.372 -6.305
H -11.440 -27.249 -6.146
H -11.371 -29.678 -5.217
H -11.780 -29.606 -6.872
H -13.798 -29.555 -4.976
H -13.384 -27.441 -4.193
C -13.257 -17.961 -7.842
C -13.123 -17.076 -6.609
O -13.511 -15.736 -6.733
O -14.630 -18.135 -8.231
H -12.949 -18.975 -7.589
H -12.557 -17.614 -8.602
H -12.051 -17.147 -6.424
H -13.575 -17.456 -5.693
H -14.456 -15.662 -6.584
H -14.959 -17.269 -8.481
C -17.949 -21.254 1.665
C -16.426 -21.540 1.347
O -16.031 -21.479 -0.022
O -18.659 -22.249 0.959
H -18.298 -20.285 1.307
H -18.124 -21.308 2.739
H -16.203 -22.556 1.673
H -15.769 -20.962 1.997
H -16.800 -21.694 -0.555
H -18.548 -23.046 1.483
C -10.222 -21.055 -0.278
C -9.474 -22.227 -0.904
O -10.062 -22.682 -2.110
O -11.467 -21.406 0.354
H -10.379 -20.344 -1.089
H -9.549 -20.550 0.415
H -9.238 -23.117 -0.319
H -8.459 -21.960 -1.201
H -10.663 -23.430 -2.062
H -12.069 -21.767 -0.300
*
```

Computed properties:
**HOMO (spin up / spin down)**: 0.05 / -7.21 eV
**LUMO energy (spin up / spin down)**: 1.55 / 1.54 eV
**⟨S²⟩**: 0.750